# 1
Computed, not measured: a cluster of 13 separate species, C35H83Cl9N10O13 in total in a non-equilibrium geometry, with the ωB97M-V functional and the def2-TZVPD basis.

For the HOMO-LUMO gap (spin up / spin down), the calculation gives 0.26937 / 0.09704 Ha. The expectation value of S² is 0.7552. Its spin multiplicity is 2. Its net charge is +1.

Geometry (Å):
O -3.10 1.26 0.31
C -3.29 0.42 -0.60
N -2.48 -0.62 -0.71
C -4.41 0.63 -1.62
H -2.65 -1.36 -1.38
H -1.81 -0.63 0.04
H -5.40 0.29 -1.31
H -4.34 -0.06 -2.46
H -4.57 1.68 -1.89
O -0.59 1.26 5.79
C -0.80 0.04 5.67
N 0.02 -0.63 4.84
C -1.94 -0.73 6.41
H 0.03 -1.63 4.95
H 0.73 -0.06 4.39
H -1.69 -0.54 7.45
H -2.00 -1.81 6.24
H -2.88 -0.21 6.26
O 0.04 -6.41 -2.69
C -0.72 -7.33 -2.95
N -1.55 -7.78 -2.08
C -0.69 -7.94 -4.36
H -1.91 -8.73 -2.03
H -1.50 -7.38 -1.15
H -1.62 -8.41 -4.65
H 0.16 -8.59 -4.55
H -0.60 -7.07 -5.01
O -3.31 3.31 4.89
C -3.23 2.48 3.94
N -4.20 1.61 3.65
C -1.93 2.55 3.13
H -4.94 1.74 4.32
H -4.25 1.05 2.81
H -1.81 3.57 2.77
H -2.20 1.99 2.23
H -0.94 2.26 3.47
O -5.14 -1.65 2.24
C -4.34 -2.35 2.72
N -4.50 -3.64 2.69
C -3.08 -1.85 3.41
H -3.94 -4.20 3.32
H -5.27 -3.87 2.08
H -2.24 -2.52 3.25
H -3.34 -1.95 4.46
H -2.91 -0.83 3.05
O 7.31 0.84 -0.45
C 6.48 1.71 -0.43
N 6.20 2.38 -1.57
C 5.78 2.08 0.90
H 6.68 2.08 -2.41
H 5.58 3.18 -1.62
H 4.76 1.74 0.70
H 5.81 3.14 1.17
H 6.11 1.40 1.68
O -2.20 -5.75 4.22
C -1.24 -6.18 3.54
N -0.02 -5.72 3.64
C -1.57 -7.26 2.51
H 0.29 -5.26 4.49
H 0.63 -5.93 2.89
H -2.04 -8.12 3.00
H -0.79 -7.59 1.83
H -2.38 -6.84 1.92
C 5.71 -2.55 1.47
Cl 5.64 -4.32 1.13
Cl 4.63 -2.06 2.81
Cl 5.32 -1.59 0.00
H 6.71 -2.28 1.82
C -3.09 4.97 -3.19
Cl -2.18 3.66 -2.44
Cl -4.39 4.35 -4.25
Cl -2.02 5.81 -4.29
H -3.52 5.65 -2.45
C 2.80 5.07 3.65
Cl 1.07 4.95 3.26
Cl 3.56 3.43 3.91
Cl 3.21 6.25 5.08
H 3.24 5.56 2.78
C 0.30 2.02 -0.46
O 1.59 1.85 0.12
C 1.61 1.81 1.52
C 2.23 0.53 1.89
N 1.31 -0.60 2.03
C 0.92 -1.35 0.81
C -0.11 -2.55 1.00
O -0.43 -3.03 -0.27
C -1.43 -4.08 -0.15
H -0.09 1.26 -1.15
H 0.28 3.01 -0.92
H -0.50 2.23 0.24
H 0.73 2.09 2.10
H 2.36 2.54 1.80
H 2.62 0.65 2.90
H 3.15 0.29 1.35
H 1.75 -1.28 2.64
H 1.82 -1.65 0.28
H 0.41 -0.69 0.11
H -0.98 -2.31 1.62
H 0.26 -3.41 1.56
H -2.42 -3.67 0.09
H -1.19 -4.84 0.59
H -1.46 -4.57 -1.12
C 2.09 10.67 1.86
O 2.66 9.86 0.85
C 3.79 9.07 1.21
C 3.84 7.72 0.48
N 2.59 6.95 0.60
C 2.45 5.75 -0.18
C 3.71 4.80 -0.12
O 4.90 5.26 -0.86
C 4.72 5.30 -2.24
H 1.63 11.61 1.57
H 2.67 10.98 2.72
H 1.21 10.18 2.29
H 4.08 9.03 2.26
H 4.62 9.52 0.67
H 4.69 7.15 0.84
H 3.99 7.94 -0.58
H 1.75 7.50 0.62
H 2.21 6.00 -1.21
H 1.57 5.31 0.29
H 3.45 3.83 -0.54
H 3.80 4.61 0.94
H 4.19 4.40 -2.57
H 5.65 5.15 -2.79
H 4.35 6.28 -2.54
C -4.74 -3.43 -1.70
O -3.48 -3.11 -2.15
C -3.27 -3.26 -3.53
C -1.72 -2.82 -3.82
N -1.38 -2.69 -5.24
C -1.44 -3.89 -6.00
C -0.77 -3.73 -7.34
O -1.91 -3.33 -8.17
C -1.60 -3.28 -9.47
H -4.78 -3.11 -0.65
H -4.90 -4.51 -1.61
H -5.58 -3.05 -2.28
H -3.90 -2.62 -4.14
H -3.37 -4.28 -3.90
H -0.96 -3.40 -3.30
H -1.53 -1.75 -3.70
H -0.45 -2.30 -5.32
H -2.48 -4.18 -6.09
H -0.95 -4.75 -5.54
H -0.51 -4.76 -7.61
H 0.09 -3.09 -7.49
H -1.18 -4.22 -9.84
H -0.99 -2.48 -9.87
H -2.50 -3.22 -10.08

***

# 2
Computed, not measured: an isolated molecule of C4H8N2O2 in a non-equilibrium geometry, with the ωB97M-V functional and the def2-TZVPD basis.

For the HOMO-LUMO gap (spin up / spin down), the calculation gives 0.28167 / 0.31405 Ha. Its energy relative to the best compared isomer or geometry (same formula, charge and spin) is 651.8 kJ/mol.

Geometry (Å):
C 0.56 1.44 -0.04
C 1.79 1.00 0.25
C 1.42 -1.23 -0.26
C -0.63 0.57 -0.19
N -0.66 -0.62 0.60
N -1.59 -1.58 0.23
O 2.26 -0.32 0.27
O -1.89 1.22 0.04
H 0.44 2.57 -0.07
H 2.60 1.67 0.26
H 1.77 -2.23 -0.14
H 0.93 -0.91 -1.09
H -0.69 0.53 -1.36
H -2.28 -1.35 -0.42
H -1.99 -2.22 0.91
H -2.02 1.49 1.00

***

# 3
Computed, not measured: an isolated molecule of C2H5F2OP in a non-equilibrium geometry, with the ωB97M-V functional and the def2-TZVPD basis.

For the HOMO-LUMO gap, the calculation gives 0.41775 Ha. Its energy relative to the best compared isomer or geometry (same formula, charge and spin) is 415.9 kJ/mol. As for the SMILES: COC(F)(F)P.

Geometry (Å):
C -1.39 -0.73 0.47
O -0.06 -0.58 -0.10
C 0.38 0.65 -0.20
F 0.21 1.47 0.85
F -0.44 1.28 -1.14
P 2.12 0.66 -0.66
H -1.40 -0.86 1.49
H -1.83 -1.47 -0.10
H -1.87 0.28 0.30
H 2.37 -0.15 0.44
H 1.91 -0.57 -1.33

***

# 4
Computed, not measured: a cluster of 3 separate species, H7NO2 in total in a non-equilibrium geometry, with the ωB97M-V functional and the def2-TZVPD basis.

For the HOMO-LUMO gap, the calculation gives 0.39983 Ha. Its energy relative to the best compared isomer or geometry (same formula, charge and spin) is 78.4 kJ/mol. As for the SMILES: N.O.O.

Geometry (Å):
N 0.97 0.00 -0.61
H 0.18 0.22 -0.04
H 1.00 -1.05 -0.89
H 1.06 0.55 -1.46
O -3.43 1.60 -0.97
H -3.07 1.51 -0.08
H -3.96 0.71 -1.00
O 2.56 -1.60 1.55
H 2.48 -0.84 0.84
H 2.47 -1.10 2.32